No. 1
Density functional theory data (the ωB97M-V functional and the def2-TZVPD basis) for a 2-piece molecular cluster, C4H8N2OS overall in a non-equilibrium geometry.

Element x y z (Å)
C  -2.9423  0.5721  0.0221
C  0.2665  -0.9212  0.0090
C  -2.2266  1.0583  -2.4423
C  0.9406  -0.7175  2.6473
N  -2.5378  1.0654  -1.0123
N  1.3279  -1.4164  0.4382
O  1.8456  -1.2887  1.7377
S  -3.3304  -0.0267  1.4565
H  -0.0154  -1.0666  -1.0909
H  -2.5832  0.0990  -2.8667
H  -1.1895  1.2432  -2.3713
H  -2.8386  1.8786  -2.8376
H  0.8043  0.3417  2.7872
H  1.0921  -1.2075  3.6401
H  -0.0847  -1.1099  2.2943
H  2.0023  -2.1429  -0.0638

Calculated values
- largest force on an atom (Eh/bohr) = 0.07974
- Kohn-Sham gap (eV) = 9.087
- LUMO energy (Eh) = 0.025


No. 2
Density functional theory data (the ωB97M-V functional and the def2-TZVPD basis) for a 13-piece molecular cluster, C97H204F12N9O8 overall in a non-equilibrium geometry.

Element x y z (Å)
C  19.6673  18.3166  26.8077
C  18.4176  18.3136  26.0572
C  18.6133  18.5954  24.5849
C  17.3107  18.9077  23.8456
N  17.4878  19.3151  22.3390
C  16.1764  19.6380  21.5510
C  16.3735  19.0491  20.0725
C  17.6736  18.2553  20.1399
C  17.8483  17.9770  21.6555
C  18.4911  20.5033  22.1957
H  19.4842  18.2931  27.8820
H  20.2561  19.2219  26.6603
H  20.2781  17.4477  26.5628
H  17.9043  19.1741  26.4864
H  17.7994  17.4265  26.1945
H  19.0928  17.6886  24.2164
H  19.2871  19.4422  24.4539
H  16.8803  19.7970  24.3058
H  16.6634  18.0432  23.9933
H  15.7743  20.6415  21.6905
H  15.4320  19.0004  22.0280
H  16.3418  19.7644  19.2507
H  15.5779  18.3306  19.8753
H  18.5561  18.7915  19.7908
H  17.5257  17.3495  19.5518
H  18.8517  17.6891  21.9692
H  17.1325  17.2170  21.9688
H  18.0836  21.3845  22.6912
H  18.5317  20.7718  21.1400
H  19.4672  20.2111  22.5830
C  20.6990  25.7688  12.6274
C  19.3082  25.6843  13.3576
C  19.1081  24.2850  14.0163
C  19.9651  24.0146  15.2880
N  19.5248  22.7388  16.0335
C  18.1462  22.8434  16.7529
C  18.2440  21.9153  18.0518
C  19.7531  21.5449  18.1646
C  20.4816  22.4458  17.2124
C  19.5662  21.5479  15.0601
H  20.6616  24.8968  11.9745
H  21.5738  25.8023  13.2768
H  20.7808  26.6697  12.0191
H  18.6146  25.7245  12.5177
H  19.0942  26.4869  14.0634
H  19.4059  23.5691  13.2502
H  18.0634  24.0350  14.2010
H  19.8908  24.7870  16.0535
H  21.0101  23.8645  15.0168
H  17.3993  22.5921  15.9999
H  17.9537  23.8995  16.9416
H  17.5134  21.1343  17.8415
H  17.9085  22.4140  18.9611
H  19.9646  20.5622  17.7431
H  20.1062  21.4062  19.1865
H  21.4191  22.1693  16.7300
H  20.6138  23.3939  17.7336
H  19.2964  20.6683  15.6446
H  20.5985  21.5145  14.7115
H  18.8103  21.5971  14.2764
C  20.4802  10.5140  27.6658
C  20.5480  11.8616  26.9504
C  20.3804  12.0289  25.3944
C  18.9605  11.6141  24.9175
N  18.6044  12.2107  23.5266
C  17.1472  11.9674  23.1819
C  17.0579  11.9719  21.6750
C  18.2180  11.1418  21.2626
C  19.2254  11.4024  22.3447
C  18.8397  13.7486  23.4562
H  19.5771  10.0070  27.3260
H  20.2776  10.5902  28.7341
H  21.3382  9.8700  27.4726
H  21.5267  12.2717  27.1994
H  19.9427  12.5942  27.4843
H  21.2237  11.4938  24.9579
H  20.6713  13.0784  25.3502
H  18.2172  11.9606  25.6355
H  18.8838  10.5268  24.9107
H  16.4341  12.6391  23.6600
H  16.9142  10.9643  23.5390
H  17.0386  12.9414  21.1772
H  16.0633  11.5871  21.4493
H  18.6058  11.2772  20.2530
H  17.9055  10.0987  21.2150
H  20.1366  11.9155  22.0373
H  19.4891  10.4432  22.7902
H  18.2045  14.2002  22.6941
H  19.9122  13.9372  23.4081
H  18.5025  14.0855  24.4364
C  19.8023  16.4052  15.1282
C  19.7889  16.7628  16.5910
C  19.9571  15.5896  17.5738
C  21.3909  14.9456  17.4892
N  21.5607  13.6336  18.2626
C  22.8816  12.9553  17.8526
C  22.6144  11.5012  18.1194
C  21.1761  11.1875  17.6870
C  20.5529  12.5784  17.8095
C  21.4973  13.8414  19.7956
H  18.8183  16.0074  14.8799
H  20.4941  15.5820  14.9495
H  19.9399  17.2937  14.5120
H  18.8450  17.3017  16.6726
H  20.6100  17.4401  16.8256
H  19.1070  14.9424  17.3584
H  19.7969  15.9513  18.5895
H  22.1482  15.6113  17.9033
H  21.7097  14.6402  16.4926
H  23.6429  13.5346  18.3751
H  23.0805  13.0776  16.7879
H  22.8245  11.2101  19.1486
H  23.3087  10.9567  17.4795
H  20.7092  10.4776  18.3698
H  21.0550  10.7925  16.6784
H  19.6249  12.7196  18.3636
H  20.2693  12.8405  16.7902
H  20.5102  14.1971  20.0909
H  22.2088  14.6477  19.9739
H  21.8212  12.9692  20.3635
C  16.7317  13.1903  16.8965
C  15.3665  13.3397  16.2396
C  15.5131  13.7427  14.7417
C  14.1612  14.2059  14.1421
N  14.2571  14.6442  12.6673
C  12.8485  14.9210  12.1579
C  12.6134  14.3519  10.7723
C  13.9984  13.9524  10.3038
C  14.6632  13.5699  11.6042
C  15.1071  15.9383  12.5066
H  16.7909  14.0747  17.5308
H  17.5896  13.2673  16.2284
H  16.7475  12.3145  17.5452
H  14.7751  14.1419  16.6810
H  14.8624  12.3757  16.3081
H  15.9427  12.9002  14.1998
H  16.1886  14.5960  14.6803
H  13.7305  15.0279  14.7140
H  13.5161  13.3273  14.1364
H  12.7969  15.9998  12.0107
H  12.0770  14.7164  12.9002
H  12.2754  15.0703  10.0255
H  11.8452  13.5798  10.7288
H  14.5174  14.7940  9.8452
H  13.9846  13.1393  9.5780
H  15.7478  13.4792  11.5460
H  14.3603  12.6094  12.0209
H  14.6969  16.6057  13.2645
H  14.9869  16.5510  11.6131
H  16.1514  15.6790  12.6803
C  11.0213  11.8535  15.3647
C  10.0939  12.2579  16.5064
C  10.4599  13.2553  17.5900
C  11.4755  12.5764  18.5629
N  11.3953  12.9942  20.1197
C  11.7877  14.4662  20.3300
C  13.3044  14.5836  20.1739
C  13.8361  13.2066  20.5096
C  12.5870  12.3060  20.7904
C  10.0142  12.6048  20.7148
H  10.6963  12.4578  14.5178
H  11.1455  10.7743  15.2750
H  12.0285  12.1752  15.6297
H  9.7129  11.3434  16.9609
H  9.2083  12.6696  16.0223
H  9.5673  13.6509  18.0746
H  10.9641  14.1469  17.2174
H  12.4945  12.6810  18.1903
H  11.4132  11.4926  18.6610
H  11.4766  14.6224  21.3629
H  11.1875  15.1103  19.6873
H  13.6669  15.3544  20.8540
H  13.5803  14.8669  19.1582
H  14.4373  13.2036  21.4188
H  14.5298  12.8553  19.7459
H  12.3073  12.1656  21.8344
H  12.7081  11.2713  20.4697
H  9.2195  13.2421  20.3267
H  10.0346  12.7128  21.7992
H  9.8674  11.5633  20.4290
C  26.5456  21.6060  18.7004
C  26.7950  22.9766  19.2663
C  25.5597  23.6180  19.9692
C  24.8691  22.8403  21.0976
N  23.3564  23.2699  21.3175
C  23.2409  24.7772  21.7204
C  21.9834  24.7659  22.6102
C  21.8210  23.3179  23.1611
C  22.7223  22.4216  22.3898
C  22.4995  22.9214  20.0265
H  27.4282  21.4599  18.0777
H  25.7318  21.7354  17.9870
H  26.3903  20.7524  19.3603
H  27.2411  23.7210  18.6068
H  27.6249  22.8108  19.9532
H  24.9515  23.8993  19.1095
H  25.7895  24.6374  20.2790
H  25.4009  22.9307  22.0447
H  24.8410  21.7733  20.8765
H  23.3557  25.4199  20.8476
H  24.0956  25.0482  22.3403
H  21.1022  25.0646  22.0424
H  22.0242  25.4699  23.4414
H  20.7609  23.0657  23.1884
H  22.0745  23.2298  24.2175
H  22.1158  21.6194  21.9696
H  23.3620  21.9228  23.1179
H  22.9533  23.4427  19.1836
H  21.5312  23.3776  20.2323
H  22.3572  21.8838  19.7242
C  17.2803  28.9030  24.4421
C  16.9936  27.4331  24.3982
C  15.8076  27.1539  23.3826
C  15.8750  25.7348  22.7568
N  14.8260  25.3743  21.6887
C  15.2989  24.1202  20.9457
C  14.4967  23.9951  19.6663
C  14.1898  25.4461  19.2890
C  14.6955  26.3156  20.4708
C  13.4699  25.0701  22.3940
H  17.8700  29.2482  25.2914
H  16.4506  29.6100  24.4416
H  17.8739  29.1148  23.5528
H  16.7634  26.9540  25.3498
H  17.8712  26.9392  23.9810
H  15.6734  27.8975  22.5971
H  14.8447  27.2054  23.8909
H  15.6399  24.9558  23.4821
H  16.8702  25.4701  22.3996
H  15.1389  23.3067  21.6533
H  16.3794  24.1658  20.8097
H  13.5855  23.4057  19.7681
H  15.1531  23.5455  18.9213
H  13.1153  25.5624  19.1475
H  14.7014  25.6808  18.3556
H  13.9727  27.1211  20.6006
H  15.6999  26.6793  20.2539
H  13.3492  26.0315  22.8933
H  13.5932  24.3006  23.1560
H  12.7626  24.9028  21.5817
C  14.7657  19.0628  27.5166
C  13.4195  19.4057  26.8622
C  13.1964  19.1850  25.3257
C  11.8142  19.6601  24.8126
N  11.7092  19.5911  23.2658
C  12.5973  20.6401  22.5031
C  11.7102  21.4408  21.4848
C  10.4773  20.6303  21.4397
C  10.3110  19.9129  22.7746
C  12.0321  18.1980  22.7657
H  14.9828  18.0397  27.8237
H  14.8695  19.5828  28.4689
H  15.6107  19.2550  26.8554
H  13.3803  20.4902  26.9637
H  12.6070  18.9096  27.3931
H  13.3054  18.1019  25.2688
H  14.0056  19.7499  24.8629
H  11.7520  20.7289  25.0175
H  11.0000  19.1754  25.3512
H  13.3326  20.1176  21.8912
H  13.0750  21.3463  23.1823
H  12.2441  21.6901  20.5678
H  11.5160  22.4278  21.9045
H  10.5151  19.8405  20.6894
H  9.5903  21.1968  21.1560
H  9.7119  19.0051  22.7043
H  9.8260  20.6599  23.4030
H  11.9402  18.1440  21.6809
H  11.4120  17.4823  23.3056
H  13.0505  17.9220  23.0390
C  15.9036  22.5477  25.3528
O  14.8500  23.5398  25.6278
O  15.4664  21.9576  24.1729
C  17.4166  23.1277  25.5734
F  17.6750  24.0639  24.6483
F  17.4587  23.6853  26.7882
F  18.3395  22.1945  25.5145
C  14.6482  23.9977  26.9295
C  13.3043  24.8026  26.8512
H  13.4602  25.5210  26.0463
H  12.5307  24.1235  26.4928
H  12.9899  25.1925  27.8192
H  15.4530  24.6794  27.2048
H  14.5266  23.1954  27.6573
H  15.7890  21.8985  26.2208
C  14.9915  15.2493  24.5310
O  16.0510  14.6212  25.3011
O  15.5763  15.5808  23.2939
C  13.6556  14.3804  24.5378
F  12.7741  14.7654  23.6166
F  13.9266  13.1156  24.2682
F  13.0395  14.5309  25.7424
C  15.9649  14.7276  26.7612
C  17.1906  14.0579  27.4605
H  17.0958  12.9723  27.4871
H  18.1516  14.5024  27.2020
H  17.3537  14.3069  28.5091
H  15.1145  14.1614  27.1413
H  15.8339  15.7588  27.0888
H  14.7392  16.1779  25.0431
C  14.8578  17.5722  16.3733
O  14.5675  18.5112  17.3756
O  13.5818  17.1159  15.9187
C  16.0023  18.2241  15.4666
F  15.4657  19.0733  14.6006
F  16.9541  18.9591  16.1808
F  16.7719  17.2848  14.8103
C  14.2354  19.9499  17.1430
C  13.4641  20.4239  18.4019
H  13.0493  21.4158  18.2223
H  12.6437  19.7589  18.6716
H  14.1478  20.3659  19.2489
H  13.6193  20.1343  16.2629
H  15.2102  20.4313  17.0638
H  15.3404  16.7099  16.8334
C  22.1577  18.5175  20.3702
O  21.6828  17.3982  21.1105
O  21.2653  19.5867  20.5897
C  23.7334  18.6798  20.4244
F  24.1953  19.1894  19.3253
F  24.2333  19.3815  21.4364
F  24.2706  17.4539  20.4502
C  22.0160  17.3188  22.4953
C  21.4400  16.0219  22.8956
H  21.6122  15.3651  22.0429
H  21.8773  15.6296  23.8138
H  20.3589  16.1436  22.9617
H  21.7061  18.1549  23.1222
H  23.1023  17.2881  22.5801
H  22.0387  18.0547  19.3906

Calculated values
- largest force on an atom (Eh/bohr) = 0.07983
- Kohn-Sham gap (eV) = 6.920
- LUMO energy (Eh) = -0.292
- net charge = +5